[1]
Molecular formula: C25H24AsN8RhS2
Method: DFT, ωB97M-V/def2-TZVPD

Summary:
HOMO-LUMO gap   7.156 eV
DFT total energy   -123741.2590 eV
Energy relative to the best compared isomer or geometry (same formula, charge and spin)   0.0 kcal per mole
HOMO   -13.162 eV

The geometry in ORCA input format:
```
! wB97M-V def2-TZVPD RIJCOSX def2/J DEFGRID3
* xyz 2 1
Rh -0.17806 -0.15726 -0.19177
N 0.73986 1.79735 -0.77490
N -0.07313 2.50651 -1.67555
C -1.21153 1.97959 -2.15674
N -1.92067 2.72306 -2.99690
S -1.77670 0.43017 -1.73507
H 0.89628 2.36465 0.05516
H 1.63516 1.60727 -1.21970
H 0.22413 3.43271 -1.94851
H -1.65025 3.65403 -3.27186
H -2.78452 2.36064 -3.36767
N 2.71875 -0.89704 2.80130
C 1.54347 -0.34883 2.50365
N 1.34661 -0.50319 1.20580
C 2.44498 -1.17893 0.77057
N 3.30955 -1.43381 1.71483
C 2.49925 -1.59687 -0.62967
C 3.53383 -2.34341 -1.17513
N 3.48974 -2.77088 -2.43073
C 2.41545 -2.45566 -3.14391
C 1.37645 -1.70011 -2.61482
N 1.42187 -1.26507 -1.35818
H 3.17498 -0.95148 3.70030
H 0.87253 0.12136 3.20451
H 4.39835 -2.60370 -0.57654
H 2.37285 -2.81089 -4.16567
H 0.50206 -1.44718 -3.19841
S -1.56518 0.66971 1.44505
C -3.00776 -0.35532 1.43257
C -4.19963 0.12809 1.96336
C -5.31585 -0.69572 2.00027
C -5.26732 -1.99377 1.50120
C -4.08273 -2.47906 0.97164
C -2.96342 -1.65457 0.95565
As -1.26003 -2.18688 0.31390
C -0.34315 -3.09314 1.73051
C 0.76415 -3.89395 1.46278
C 1.46519 -4.46751 2.51425
C 1.06038 -4.24092 3.82417
C -0.04498 -3.44226 4.08768
C -0.74945 -2.86131 3.04138
C -1.49066 -3.46815 -1.08686
C -1.81753 -3.06240 -2.37839
C -2.05950 -4.01328 -3.35767
C -1.97936 -5.36568 -3.05073
C -1.66799 -5.76949 -1.76085
C -1.42538 -4.82382 -0.77338
H -4.25548 1.14261 2.33611
H -6.24078 -0.31333 2.41088
H -6.14882 -2.61906 1.52137
H -4.02988 -3.48555 0.57373
H 1.07078 -4.09075 0.44095
H 2.31752 -5.10224 2.31095
H 1.59976 -4.70223 4.64096
H -0.36977 -3.28374 5.10768
H -1.61884 -2.24760 3.24590
H -1.89646 -2.01258 -2.62965
H -2.32015 -3.69857 -4.35962
H -2.17077 -6.10490 -3.81683
H -1.62001 -6.82199 -1.51634
H -1.20080 -5.15158 0.23347
*
```

Löwdin population analysis, charges in e, atoms 1 to 6: 0.38, -0.01, -0.03, -0.74, 0.14, 0.74

[2]
Molecular formula: C28H29N3O4S2
Method: DFT, ωB97M-V/def2-TZVPD

Summary:
HOMO-LUMO gap   7.871 eV
SMILES   Cc1ccc(-c2[nH]c3ccccc3c2SCCNC(=O)c2ccc(S(=O)(=O)N3CCOCC3)cc2)cc1
DFT total energy   -63838.6763 eV
HOMO   -7.665 eV

The geometry in ORCA input format:
```
! wB97M-V def2-TZVPD RIJCOSX def2/J DEFGRID3
* xyz 0 1
C 4.71388 0.75181 -3.88370
C 3.69941 0.03191 -3.05057
C 2.38004 0.46015 -2.98342
C 1.44985 -0.19938 -2.20412
C 1.81411 -1.31919 -1.44936
C 0.84294 -1.99557 -0.60691
N -0.49071 -1.67040 -0.67223
C -1.20144 -2.40329 0.22886
C -2.56177 -2.41566 0.51285
C -2.99212 -3.26552 1.50947
C -2.10128 -4.09150 2.20393
C -0.75501 -4.09223 1.92012
C -0.29166 -3.23602 0.91913
C 0.99926 -2.96314 0.37656
S 2.41512 -3.90832 0.86037
C 3.36264 -2.78762 1.96365
C 2.70221 -2.56771 3.32379
N 1.53417 -1.72817 3.19570
C 1.68158 -0.38548 3.06712
O 2.66904 0.22522 3.41578
C 0.52849 0.24262 2.34560
C 0.85658 1.04522 1.25700
C -0.12796 1.44041 0.37280
C -1.43708 1.06570 0.61268
S -2.62486 1.24274 -0.71704
O -3.86195 0.64504 -0.31705
O -1.96108 0.72368 -1.88553
N -2.92517 2.84577 -0.99000
C -1.92309 3.65543 -1.64207
C -2.62243 4.89457 -2.20966
O -3.28498 5.60327 -1.18861
C -4.25851 4.80414 -0.55783
C -3.62778 3.55094 0.05705
C -1.79057 0.36164 1.74754
C -0.79996 -0.06577 2.61474
C 3.13831 -1.75828 -1.53350
C 4.05793 -1.09420 -2.31753
H 4.24514 1.52102 -4.49229
H 5.23339 0.05419 -4.53861
H 5.45995 1.22351 -3.24405
H 2.07121 1.32384 -3.55600
H 0.43427 0.16624 -2.19615
H -0.90545 -1.00327 -1.30736
H -3.24429 -1.77583 -0.02496
H -4.04189 -3.30160 1.75904
H -2.48498 -4.74487 2.97353
H -0.06838 -4.74230 2.44229
H 4.32315 -3.28634 2.08493
H 3.50749 -1.83625 1.45174
H 2.41230 -3.52142 3.76815
H 3.40687 -2.05312 3.98273
H 0.72940 -2.16073 2.76092
H 1.89085 1.30177 1.08601
H 0.12153 1.98801 -0.52117
H -1.47812 3.05562 -2.43541
H -1.14989 3.97892 -0.92851
H -1.89678 5.58589 -2.64046
H -3.34163 4.58216 -2.98000
H -4.71254 5.42740 0.21365
H -5.02294 4.49896 -1.28649
H -4.39124 2.88000 0.44911
H -2.93792 3.84276 0.86416
H -2.82675 0.10894 1.90338
H -1.05723 -0.65719 3.48035
H 3.44357 -2.64216 -0.99813
H 5.07474 -1.45696 -2.36600
*
```

Löwdin population analysis, charges in e, atoms 1 to 6: -0.05, -0.28, -0.04, -0.02, -0.15, -0.18

[3]
Molecular formula: C3H5NO2
Method: DFT, ωB97M-V/def2-TZVPD

Summary:
HOMO-LUMO gap   11.200 eV
SMILES   C1OCN2O[C@H]12
DFT total energy   -8773.6311 eV
Energy relative to the best compared isomer or geometry (same formula, charge and spin)   93.7 kcal per mole
HOMO   -10.271 eV

The geometry in ORCA input format:
```
! wB97M-V def2-TZVPD RIJCOSX def2/J DEFGRID3
* xyz 0 1
C 0.99241 -0.20628 -0.54865
O 0.40379 1.09037 -0.60622
C -0.85271 1.01536 -0.01492
N -1.00167 -0.18405 0.78255
O 0.23691 -0.56034 1.70324
C 0.11373 -0.98844 0.41065
H 2.00062 -0.09010 -0.13840
H 1.03104 -0.66443 -1.54144
H -1.70018 0.62078 -0.64011
H -1.11659 2.00070 0.38741
H -0.10736 -2.03357 0.20590
*
```

Löwdin population analysis, charges in e, atoms 1 to 6: -0.11, -0.08, -0.22, 0.08, 0.02, -0.38

[4]
Molecular formula: CH12NO4
Method: DFT, ωB97M-V/def2-TZVPD

Summary:
HOMO-LUMO gap (spin up / spin down)   4.462 / 9.287 eV
DFT total energy   -10908.7861 eV
Energy relative to the best compared isomer or geometry (same formula, charge and spin)   22.5 kcal per mole
HOMO (spin up / spin down)   -4.328 / -9.158 eV
<S²>   0.753

The geometry in ORCA input format:
```
! wB97M-V def2-TZVPD RIJCOSX def2/J DEFGRID3
* xyz 0 2
C 1.01587 -0.73665 0.97737
N 0.19666 -1.50447 0.22112
H 1.06071 -1.06265 2.01465
H 1.23773 0.21664 0.51803
H -0.09505 -1.13103 -0.66083
H -0.21868 -2.40774 0.39328
H 0.94860 -1.98586 -2.65120
H 2.15692 -1.24362 -2.43141
O 1.43221 -1.61204 -1.89741
H -0.96096 2.83554 0.38474
H -0.85935 1.60956 -0.44796
O -0.70358 1.90976 0.46610
H -1.08006 0.06827 3.27014
H -0.30437 1.21243 2.62464
O -0.17852 0.29335 2.99760
H -0.80535 1.01410 -2.96078
H -1.74510 2.03603 -2.30987
O -1.41164 1.13744 -2.22373
*
```

Löwdin population analysis, charges in e, atoms 1 to 6: -0.17, -0.06, 0.03, 0.04, 0.04, 0.08